[1]
{
  "formula": "C22H30O21",
  "method": "ωB97M-V/def2-TZVPD",
  "smiles": "C[C@H]1COC(=O)O1.O=C1OCCO1.O=C1OCCO1.O=C1OCCO1.O=C1OCCO1.O=C1OCCO1.O=C1OCCO1",
  "e_above_lowest_kj_mol": 310.89,
  "e_homo_ev": -10.08,
  "elements": ["C", "C", "C", "O", "C", "O", "O", "H", "H", "H", "H", "H", "H", "O", "C", "O", "C", "C", "O", "H", "H", "H", "H", "O", "C", "O", "C", "C", "O", "H", "H", "H", "H", "O", "C", "O", "C", "C", "O", "H", "H", "H", "H", "O", "C", "O", "C", "C", "O", "H", "H", "H", "H", "O", "C", "O", "C", "C", "O", "H", "H", "H", "H", "O", "C", "O", "C", "C", "O", "H", "H", "H", "H"],
  "xyz": [[5.2594, 0.9515, -2.0693], [6.0977, 0.6507, -0.8647], [7.4900, 0.0461, -0.9795], [8.2767, 0.9414, -0.2837], [7.6454, 2.0849, -0.0269], [8.1721, 3.0044, 0.5324], [6.4059, 2.0389, -0.5610], [5.8307, 1.5196, -2.8009], [4.3098, 1.4306, -1.8582], [5.1459, 0.0477, -2.6804], [5.5982, 0.1044, -0.0614], [7.9464, 0.0732, -1.9805], [7.6433, -1.0076, -0.7427], [2.9435, 0.9741, 5.0243], [3.1879, 0.6460, 3.9105], [2.7852, 1.2486, 2.7288], [3.0992, 0.4222, 1.6458], [4.1504, -0.4620, 2.2042], [3.9168, -0.4312, 3.6070], [2.2107, -0.0238, 1.1959], [3.6010, 0.9404, 0.8220], [5.1923, -0.2152, 2.0162], [3.8664, -1.4035, 1.7258], [7.1670, -0.6387, 3.3225], [7.6758, -1.6443, 2.8901], [8.6564, -1.6858, 2.0450], [9.0407, -3.0497, 1.7575], [8.1398, -3.8529, 2.7135], [7.4921, -2.8556, 3.4675], [8.8240, -3.1895, 0.6979], [10.1182, -3.1868, 1.8268], [8.6972, -4.5819, 3.2977], [7.3530, -4.3524, 2.1448], [9.9338, -2.1878, -2.1426], [10.7468, -2.4145, -2.9851], [11.1880, -3.6664, -3.3111], [12.3491, -3.6129, -4.1307], [12.2926, -2.0888, -4.6042], [11.3550, -1.4614, -3.7312], [13.2052, -3.7375, -3.4615], [12.4742, -4.4398, -4.8251], [12.0693, -2.1873, -5.6681], [13.2529, -1.5786, -4.6069], [9.7823, 7.7237, -0.3466], [10.0343, 6.9533, 0.5517], [9.2063, 6.0565, 1.0586], [9.7784, 5.1467, 1.9976], [11.1414, 5.8934, 2.2502], [11.1678, 6.9032, 1.2800], [9.2389, 5.1117, 2.9394], [9.8891, 4.1954, 1.4866], [12.0166, 5.2765, 2.0501], [11.1409, 6.2589, 3.2767], [4.0289, 2.4272, -4.1030], [3.0616, 3.1241, -4.1794], [2.6460, 4.0764, -3.3298], [1.2982, 4.4258, -3.6743], [0.8483, 3.3583, -4.6231], [2.0814, 2.8166, -5.0687], [0.7648, 4.6680, -2.7591], [1.5101, 5.3483, -4.2237], [0.2473, 3.7105, -5.4600], [0.2293, 2.5973, -4.1405], [9.9837, 6.0219, -3.9518], [9.2494, 5.0550, -3.9834], [8.1008, 5.0947, -4.6820], [7.4556, 3.8085, -4.4518], [8.1375, 3.3317, -3.2157], [9.4393, 3.9112, -3.3272], [6.4374, 4.1047, -4.1930], [7.4018, 3.2137, -5.3612], [8.2198, 2.2459, -3.2959], [7.6425, 3.5823, -2.2790]],
  "atomic_forces_ev_per_a": [[0.4, -2.3, -1.7], [-0.1, 1.1, -0.8], [0.3, -0.4, -2.8], [1.5, -0.1, 1.8], [0.5, 0.7, 0.3], [-0.7, -0.3, -0.5], [0.6, 0.0, 2.1], [0.0, 0.6, 0.5], [0.1, -0.1, 0.1], [-0.8, -0.2, 0.3], [-0.3, 0.6, 0.2], [-0.8, 0.0, -0.4], [-0.3, 0.2, 1.0], [-0.3, 0.5, -0.5], [-0.1, 0.0, -0.4], [-0.6, 0.9, 1.3], [0.8, 1.3, -1.2], [-0.5, -1.7, -0.2], [0.3, -0.8, -0.3], [-0.1, -0.4, 0.5], [-0.4, 0.8, 0.1], [-0.1, 0.3, 0.0], [0.8, -0.7, 0.8], [-0.1, -0.9, -1.1], [-0.3, 1.2, 3.3], [1.4, -0.2, -1.9], [-0.3, 0.4, -0.7], [0.0, -0.2, -1.3], [-0.5, -0.1, 0.4], [-0.2, -0.3, 0.1], [0.0, 0.2, 0.6], [-0.2, 0.3, 0.4], [0.2, -0.3, 0.0], [0.2, -0.1, -0.3], [0.0, -0.4, 0.0], [-0.7, 0.1, 0.1], [1.2, 2.0, 1.6], [1.0, -2.1, -1.0], [0.3, -0.8, -0.6], [0.0, 0.0, 0.1], [-0.9, 0.4, -0.5], [-1.1, 0.9, 0.1], [0.0, 0.0, 0.6], [0.6, -1.3, 1.4], [-0.2, 1.1, -0.3], [-2.3, -0.8, -0.2], [1.9, 1.2, -0.5], [-0.5, -1.5, 0.0], [0.8, 1.3, -0.5], [-0.5, -0.2, -0.4], [-0.1, -0.1, 0.4], [-0.1, -0.2, 0.4], [0.3, 0.5, -0.2], [0.5, 1.3, -0.1], [-0.8, -1.8, 0.4], [0.7, -1.0, 0.2], [1.1, 2.2, -0.5], [-0.9, -0.4, 0.2], [-0.2, 0.2, -0.4], [-0.2, -0.4, -0.1], [-0.9, 0.2, 0.0], [0.3, 0.3, -0.1], [0.3, -0.3, 0.1], [-0.6, -1.9, 0.0], [1.7, 3.7, -0.4], [0.0, -1.5, 0.1], [-2.0, 2.3, 0.1], [0.5, -2.0, -0.5], [-0.4, -0.3, 0.4], [-0.2, -0.4, -0.2], [0.6, -0.2, 0.2], [0.3, 0.0, 0.4], [0.1, 0.4, -0.1]],
  "lowdin_charge": [-0.034, -0.265, -0.114, 0.083, -0.558, 0.162, 0.064, 0.069, 0.084, 0.099, 0.126, 0.130, 0.127, 0.176, -0.537, 0.066, -0.164, -0.147, 0.085, 0.135, 0.119, 0.101, 0.137, 0.148, -0.595, 0.083, -0.070, -0.115, 0.068, 0.120, 0.130, 0.131, 0.129, 0.152, -0.544, 0.042, -0.098, -0.099, 0.076, 0.119, 0.127, 0.120, 0.125, 0.144, -0.567, 0.056, -0.084, -0.120, 0.053, 0.128, 0.103, 0.125, 0.121, 0.137, -0.544, 0.068, -0.104, -0.129, 0.063, 0.139, 0.137, 0.134, 0.132, 0.139, -0.582, 0.069, -0.101, -0.123, 0.091, 0.124, 0.135, 0.128, 0.132]
}

***

[2]
{
  "formula": "C12H18F24Na4O9P4",
  "method": "ωB97M-V/def2-TZVPD",
  "e_above_lowest_kj_mol": 610.55,
  "e_homo_ev": -9.73,
  "elements": ["Na", "Na", "Na", "Na", "P", "F", "F", "F", "F", "F", "F", "P", "F", "F", "F", "F", "F", "F", "P", "F", "F", "F", "F", "F", "F", "P", "F", "F", "F", "F", "F", "F", "C", "C", "C", "O", "C", "O", "O", "H", "H", "H", "H", "H", "H", "C", "C", "C", "O", "C", "O", "O", "H", "H", "H", "H", "H", "H", "C", "C", "C", "O", "C", "O", "O", "H", "H", "H", "H", "H", "H"],
  "xyz": [[-1.4338, -1.1253, -4.4819], [-2.2521, 2.5626, -1.3281], [-1.4261, -0.1985, 2.5861], [2.7533, 0.0346, -2.0291], [-2.2325, 3.6903, 1.7012], [-0.8947, 3.8880, 2.6531], [-2.4260, 5.3100, 1.6373], [-1.3007, 3.6078, 0.3452], [-3.6013, 3.5077, 0.8554], [-2.1415, 2.0520, 1.7755], [-3.1794, 3.8261, 2.9950], [-5.6908, 1.7256, -1.7796], [-6.7149, 0.5196, -1.4271], [-6.7651, 2.4127, -2.7871], [-6.3343, 2.6095, -0.5777], [-4.6891, 2.9965, -1.9688], [-4.5704, 1.3172, -0.7112], [-4.9364, 0.9144, -2.8888], [-0.5103, -0.5478, -0.5232], [-1.0697, -1.4288, -1.8605], [1.0052, -1.1362, -0.7164], [-0.2413, 0.5482, -1.7088], [0.1215, 0.4825, 0.5831], [-2.0482, 0.0847, -0.4401], [-0.9460, -1.5920, 0.6424], [-5.0786, -0.7935, 2.2213], [-6.2253, -0.1148, 1.3895], [-4.3133, 0.6847, 2.3764], [-5.7220, -0.5122, 3.6813], [-3.8824, -1.4807, 3.0251], [-5.9717, -2.1871, 2.0678], [-4.3832, -1.2164, 0.8310], [7.3743, -3.7412, 0.7406], [6.7222, -2.5076, 0.1704], [7.1558, -2.1761, -1.2697], [5.8970, -2.1063, -1.8764], [4.8577, -2.2829, -1.0296], [3.6767, -2.3619, -1.2948], [5.3217, -2.5446, 0.1943], [6.8124, -3.9778, 1.6441], [8.4212, -3.5027, 0.9282], [7.3427, -4.6141, 0.0885], [7.0505, -1.7372, 0.8681], [7.7992, -2.9127, -1.7508], [7.6379, -1.2201, -1.4741], [2.3883, 6.9130, -0.7580], [1.1959, 5.9557, -0.5999], [0.5054, 5.8704, -1.9706], [0.7694, 4.4913, -2.3065], [1.4382, 3.8377, -1.3586], [1.7297, 2.6800, -1.3495], [1.7843, 4.6772, -0.3432], [3.1977, 6.6067, -1.4207], [2.8949, 7.0879, 0.1912], [2.0312, 7.8754, -1.1244], [0.5686, 6.3729, 0.1878], [0.8795, 6.5488, -2.7374], [-0.5639, 6.0439, -1.8497], [-0.9117, -4.9483, -0.5589], [-0.3123, -4.8380, 0.8864], [-1.3132, -5.2387, 2.0005], [-0.8204, -6.4309, 2.5610], [0.5028, -6.5908, 2.1530], [1.2512, -7.4627, 2.4741], [0.7105, -5.7578, 1.1344], [-1.7159, -4.2146, -0.6144], [-1.4062, -5.9093, -0.7000], [-0.1715, -4.7837, -1.3418], [0.0952, -3.8407, 1.0523], [-2.3445, -5.3349, 1.6611], [-1.3512, -4.3673, 2.6543]],
  "atomic_forces_ev_per_a": [[-0.4, 0.0, 0.8], [-1.3, -0.3, 0.6], [-1.2, 0.5, -0.3], [-0.5, 0.0, 0.7], [-2.9, 1.4, 2.8], [-0.6, -0.6, -1.3], [1.4, -0.1, -1.5], [0.3, 0.5, -0.2], [1.2, 0.0, -1.1], [0.9, 0.3, 0.4], [0.7, -1.4, 0.7], [-2.7, 2.2, 4.0], [1.1, 0.3, -0.8], [0.8, -0.8, -0.5], [-0.8, -0.2, -0.1], [1.3, 1.5, -2.1], [0.8, -2.2, 0.6], [0.4, -0.9, -1.7], [-2.6, 1.8, -0.7], [0.6, -1.2, 1.1], [-0.8, -0.4, -0.2], [1.1, 1.0, -0.1], [-0.9, -0.7, -0.4], [2.0, -0.4, 0.4], [1.0, 0.1, -1.2], [-2.5, 0.7, -0.3], [-0.6, 1.1, 0.3], [0.3, -1.4, -0.6], [-0.7, 0.0, -0.4], [1.9, -1.1, 0.2], [1.0, -0.1, 1.1], [1.4, 0.4, 0.0], [-0.6, -0.4, -0.2], [2.8, 0.4, 1.1], [0.0, 0.3, 0.5], [-2.4, 0.3, -1.8], [0.1, -1.7, 0.5], [1.1, 1.4, -0.7], [-0.6, 0.2, -0.6], [0.5, -0.2, 0.2], [-0.1, -0.1, 0.3], [-0.1, 0.0, -0.1], [-0.3, 0.5, -0.2], [-0.4, -0.4, 0.1], [0.1, 0.1, 0.6], [0.2, 0.7, 0.7], [2.3, 2.2, -1.0], [-0.5, -0.8, 1.2], [-0.5, -0.5, -1.0], [0.3, 1.5, 1.7], [0.3, -0.8, -0.8], [-1.4, -0.8, -0.7], [-0.4, -0.5, -0.4], [-0.2, 0.0, 0.2], [0.0, 0.1, 0.1], [-0.2, -0.9, 0.2], [0.3, -0.3, 0.1], [-0.1, -0.4, -0.3], [0.2, 0.0, 1.3], [-1.5, -0.3, -0.8], [-0.6, 1.7, -0.7], [1.4, 0.0, 0.5], [-1.6, -1.2, -0.7], [-0.5, 0.8, 0.4], [2.0, 0.0, -0.7], [0.1, 0.3, -0.1], [0.3, -0.2, 0.0], [0.0, 0.1, 0.1], [-0.1, 0.0, -0.1], [0.1, -0.5, -0.2], [0.1, -0.5, 0.9]],
  "lowdin_charge": [0.900, 0.583, 0.672, 0.735, 0.239, -0.174, -0.168, -0.193, -0.128, -0.176, -0.142, 0.119, -0.136, -0.160, -0.162, -0.200, -0.169, -0.139, 0.338, -0.208, -0.159, -0.192, -0.133, -0.142, -0.119, 0.155, -0.120, -0.186, -0.165, -0.175, -0.200, -0.169, -0.016, -0.329, -0.075, 0.064, -0.521, 0.125, 0.129, 0.098, 0.098, 0.093, 0.154, 0.139, 0.136, -0.035, -0.277, -0.051, 0.070, -0.560, 0.125, 0.097, 0.090, 0.085, 0.087, 0.164, 0.134, 0.139, -0.005, -0.300, -0.108, 0.070, -0.522, 0.164, 0.078, 0.079, 0.087, 0.073, 0.128, 0.141, 0.127]
}

***

[3]
{
  "formula": "C4H6O3Pt",
  "method": "ωB97M-V/def2-TZVPD",
  "spin_multiplicity": 3,
  "e_homo_ev": [-6.50, -8.76],
  "elements": ["O", "O", "O", "C", "C", "C", "H", "H", "H", "Pt", "C", "H", "H", "H"],
  "xyz": [[0.8095, -1.1490, -0.9453], [-0.2290, 0.7304, -0.4301], [0.8425, -0.3401, 1.1122], [-1.5463, 0.2896, -1.0199], [-2.3473, 1.5349, -1.2524], [0.6672, -0.1520, -0.2023], [-3.4017, 1.2363, -1.3670], [-2.3059, 2.2707, -0.4200], [-2.0850, 2.1006, -2.1727], [-1.1948, -1.5082, -1.1516], [1.8823, -1.2226, 1.5241], [2.0682, -0.9764, 2.5736], [2.8344, -1.1267, 0.9887], [1.5375, -2.2551, 1.3892]],
  "atomic_forces_ev_per_a": [[3.0, 0.7, -0.3], [-0.1, 3.1, 0.3], [1.8, 1.9, -0.2], [1.3, 2.6, 0.2], [-0.7, -0.2, 0.0], [-2.6, -3.2, 1.4], [0.3, 0.1, 0.0], [0.2, -0.6, -0.2], [0.1, -0.5, 0.3], [-3.1, -3.5, -1.5], [0.3, -0.7, 0.3], [-0.2, -0.3, -0.2], [-0.4, 0.3, -0.2], [0.1, 0.2, 0.2]],
  "lowdin_charge": [-0.117, -0.028, -0.004, -0.421, -0.129, -0.662, 0.072, 0.083, 0.080, 0.873, -0.043, 0.098, 0.102, 0.098]
}

***

[4]
{
  "formula": "C23H23F2Si",
  "method": "ωB97M-V/def2-TZVPD",
  "charge": 1,
  "e_homo_ev": -11.47,
  "elements": ["F", "C", "C", "C", "C", "C", "C", "C", "C", "C", "C", "C", "F", "C", "C", "C", "C", "H", "H", "H", "H", "H", "H", "H", "H", "H", "H", "H", "C", "Si", "C", "H", "C", "C", "C", "C", "C", "C", "H", "H", "H", "H", "H", "H", "H", "H", "H", "H", "H"],
  "xyz": [[-2.3358, 0.8358, -5.1405], [-2.3875, 0.7683, -3.7680], [-3.6286, 0.5621, -3.1628], [-3.6749, 0.5619, -1.7581], [-2.5128, 0.7020, -1.0088], [-1.2426, 0.8253, -1.6281], [-0.0522, 0.9632, -0.8343], [1.2099, 1.0601, -1.4343], [2.2965, 1.6562, -0.8129], [3.4955, 2.0651, -1.4719], [3.5722, 2.1291, -2.8934], [4.7949, 2.4165, -3.4847], [4.8782, 2.4284, -4.8575], [5.9534, 2.6771, -2.7529], [5.8565, 2.6880, -1.3516], [4.6509, 2.4163, -0.7188], [-1.2039, 0.8958, -3.0526], [-4.5260, 0.4411, -3.7645], [-4.6326, 0.4452, -1.2454], [-2.5520, 0.7769, 0.0801], [-0.1558, 1.2828, 0.2144], [1.3463, 0.6604, -2.4505], [2.2402, 1.8540, 0.2607], [2.6807, 1.9622, -3.4961], [6.9003, 2.8383, -3.2625], [6.7459, 2.9017, -0.7579], [4.5745, 2.4424, 0.3712], [-0.2730, 1.0821, -3.5887], [0.5970, -3.0169, 1.4054], [-0.2237, -1.4516, 1.9952], [0.6633, -0.6869, 3.4567], [-0.2878, -0.5071, 0.7722], [-1.9591, -1.8473, 2.5850], [-2.0517, -2.8186, 3.5963], [-3.3018, -3.1992, 4.0950], [-4.4675, -2.6069, 3.5995], [-4.3750, -1.6182, 2.6136], [-3.1287, -1.2354, 2.1085], [0.0589, -3.4175, 0.5375], [1.6296, -2.8115, 1.0988], [0.6129, -3.7958, 2.1778], [0.1094, 0.1909, 3.8163], [0.7428, -1.3857, 4.3016], [1.6759, -0.3696, 3.1790], [-1.1465, -3.2838, 4.0035], [-3.3549, -3.9611, 4.8722], [-5.4422, -2.9142, 3.9818], [-5.2806, -1.1417, 2.2330], [-3.0883, -0.4602, 1.3414]],
  "atomic_forces_ev_per_a": [[0.0, 0.0, 1.5], [0.2, 0.0, -0.8], [0.5, 0.2, 0.6], [0.0, -0.1, -0.1], [0.4, 0.3, 0.0], [-0.8, -0.2, -0.5], [0.4, 1.6, -0.4], [0.3, -0.6, -0.1], [-0.5, -0.1, 0.2], [0.9, 0.4, -0.7], [0.3, -0.1, 0.3], [-0.2, -0.1, -1.0], [-0.2, 0.0, 1.5], [-0.5, -0.2, 0.5], [0.1, 0.0, -0.2], [-0.5, -0.2, 0.0], [-0.2, -0.2, 0.2], [0.2, 0.1, 0.1], [0.3, 0.1, -0.2], [0.0, -0.2, -0.5], [0.0, -0.2, -0.7], [-0.2, 0.4, 0.5], [-0.1, 0.0, -0.2], [0.4, 0.0, 0.0], [-0.2, 0.1, 0.1], [-0.3, 0.0, -0.2], [0.1, -0.1, -0.3], [-0.4, -0.1, 0.1], [0.2, 0.0, -0.2], [-0.4, -0.2, 0.0], [0.2, 0.4, -0.2], [0.0, -0.7, 0.9], [0.1, 0.2, -0.2], [-0.5, 0.1, -0.1], [0.2, 0.1, -0.1], [0.3, 0.1, -0.1], [0.0, 0.0, 0.1], [-0.2, -0.4, 0.4], [0.1, 0.0, 0.1], [-0.1, -0.1, 0.0], [0.0, 0.2, -0.1], [0.1, -0.2, -0.1], [-0.1, 0.1, -0.3], [-0.1, 0.0, 0.2], [-0.3, 0.1, -0.2], [-0.1, 0.2, -0.2], [0.3, 0.1, -0.1], [0.2, -0.2, 0.1], [0.0, -0.4, 0.3]],
  "lowdin_charge": [0.059, -0.216, 0.051, -0.027, -0.013, -0.194, 0.006, -0.061, 0.057, -0.199, 0.076, -0.216, 0.059, 0.048, -0.036, -0.003, 0.078, 0.136, 0.125, 0.098, 0.117, 0.119, 0.140, 0.127, 0.136, 0.123, 0.125, 0.124, -0.208, 0.619, -0.202, 0.000, -0.293, -0.101, -0.074, -0.076, -0.083, -0.101, 0.036, 0.028, 0.037, 0.035, 0.041, 0.022, 0.104, 0.108, 0.109, 0.104, 0.055]
}

***

[5]
{
  "formula": "C3H4O3",
  "method": "ωB97M-V/def2-TZVPD",
  "smiles": "O=C1OCCO1",
  "e_above_lowest_kj_mol": 161.98,
  "e_homo_ev": -11.21,
  "elements": ["O", "C", "O", "C", "C", "O", "H", "H", "H", "H"],
  "xyz": [[-2.3016, -1.6227, 0.1380], [-1.3265, -0.9394, 0.0884], [0.0488, -1.3625, -0.4054], [0.9421, -0.2766, -0.4257], [0.0877, 1.0047, 0.3603], [-1.2261, 0.5222, 0.4992], [1.8466, -0.4310, 0.1817], [1.1786, 0.0505, -1.4543], [0.5736, 1.1877, 1.3356], [0.1766, 1.8671, -0.3177]],
  "atomic_forces_ev_per_a": [[2.5, 1.7, -0.1], [1.7, 1.3, -0.1], [-3.2, 1.0, 1.2], [-1.3, 2.6, 1.4], [1.9, -2.2, -1.4], [-0.2, -3.4, -1.0], [-0.4, -0.4, -0.4], [-0.1, -0.4, 0.5], [-0.5, 0.0, -0.4], [-0.5, -0.2, 0.5]],
  "lowdin_charge": [0.178, -0.293, -0.034, -0.132, -0.132, -0.034, 0.111, 0.113, 0.113, 0.111]
}

***

| no. | E (Eh) |
| --- | --- |
| 1 | -2436.3196 |
| 2 | -5557.6431 |
| 3 | -500.8373 |
| 4 | -1379.1721 |
| 5 | -342.3942 |